Entry 1:
Formula: C4H7N2O
Source: the OMol25 dataset
Level of theory: the ωB97M-V functional and the def2-TZVPD basis

Properties
Calculated total energy = -341.01415 hartree
E_HOMO = -14.0 eV
Frontier orbital gap = 0.3528 hartree
Relative energy (zero: lowest compared OMol25 entry of this formula, charge and spin) = 76.6 kcal/mol
Net charge = +1

```
14
C4H7N2O (the ωB97M-V functional and the def2-TZVPD basis)
C -0.273 2.949 0.212
C -0.548 1.623 -0.024
N -1.517 0.962 -0.755
C -1.517 -0.154 -1.247
O -0.635 -1.271 -0.837
C -0.506 -1.310 0.398
N 0.020 -2.299 1.074
H -1.104 3.636 0.183
H 0.712 3.301 0.588
H 0.313 1.041 0.116
H -2.496 -0.663 -1.683
H -0.887 -0.452 0.959
H 0.222 -3.197 0.566
H 0.300 -2.160 2.038
```

=====

Entry 2:
Formula: C4H3MnO
Source: the OMol25 dataset
Level of theory: the ωB97M-V functional and the def2-TZVPD basis

Properties
Calculated total energy = -1380.21912 hartree
E_HOMO (alpha / beta) = -7.9 / -8.3 eV
Frontier orbital gap (alpha / beta) = 0.2898 / 0.2843 hartree
2S+1 = 7
Relative energy (zero: lowest compared OMol25 entry of this formula, charge and spin) = 32.3 kcal/mol
Net charge = 0
Expectation value of S² = 12.003

```
9
C4H3MnO (the ωB97M-V functional and the def2-TZVPD basis)
C -2.796 1.286 0.121
C -2.900 0.292 -0.586
H -2.347 1.884 0.901
H -3.213 -0.337 -1.414
C -0.682 -1.433 0.078
C 0.405 -0.891 0.286
O 1.477 -0.281 0.454
Mn 3.239 0.100 0.080
H -1.375 -2.254 0.045
```

=====

Entry 3:
Formula: C5H11BN2OS
Source: the OMol25 dataset
Level of theory: the ωB97M-V functional and the def2-TZVPD basis

Properties
Calculated total energy = -804.78103 hartree
E_HOMO (alpha / beta) = -6.8 / -6.8 eV
Frontier orbital gap (alpha / beta) = 0.2010 / 0.2011 hartree
Net charge = 0

```
21
C5H11BN2OS (the ωB97M-V functional and the def2-TZVPD basis)
B 1.568 1.350 0.075
C -1.907 0.546 -0.025
C 0.585 -0.913 -0.959
C -0.570 -1.446 -0.042
C 3.148 1.553 -0.005
C -3.040 -1.439 0.614
N 1.010 0.374 -0.670
N -1.819 -0.704 0.187
O 0.757 2.325 0.708
S -2.804 1.810 -0.260
H 1.467 -1.707 -0.804
H 0.275 -0.893 -2.007
H -0.668 -2.491 -0.497
H -0.170 -1.406 0.897
H 3.708 0.769 -0.587
H 3.742 1.368 0.974
H 3.451 2.616 -0.464
H -3.021 -2.244 -0.087
H -2.819 -1.666 1.584
H -4.024 -0.926 0.585
H 1.132 3.125 0.784
```

=====

Entry 4:
Formula: C19H44ClNP2Rh
Source: the OMol25 dataset
Level of theory: the ωB97M-V functional and the def2-TZVPD basis

Properties
Calculated total energy = -2058.31846 hartree
E_HOMO (alpha / beta) = -0.9 / -4.5 eV
Frontier orbital gap (alpha / beta) = 0.1439 / 0.2152 hartree
2S+1 = 5
Relative energy (zero: lowest compared OMol25 entry of this formula, charge and spin) = 0.0 kcal/mol
Net charge = -1
Expectation value of S² = 6.022

```
68
C19H44ClNP2Rh (the ωB97M-V functional and the def2-TZVPD basis)
Rh 0.233 0.219 -0.015
P 1.699 -0.024 1.708
C 3.094 1.197 1.406
C 1.175 0.299 3.482
C 2.544 -1.689 1.607
C 2.636 2.507 0.751
H 3.687 0.619 0.678
C 3.928 1.485 2.661
H 3.442 2.241 3.288
H 4.867 1.905 2.300
H 4.170 0.601 3.255
H 2.481 2.372 -0.321
H 3.419 3.254 0.902
H 1.703 2.891 1.181
H 2.936 -1.617 0.577
C 1.579 -2.890 1.683
C 3.704 -1.866 2.591
H 4.585 -1.295 2.286
H 3.978 -2.925 2.577
H 3.423 -1.616 3.625
H 0.527 -2.650 1.481
H 1.627 -3.382 2.656
H 1.884 -3.598 0.909
C 0.454 1.658 3.586
H 2.136 0.374 4.019
C 0.367 -0.848 4.120
H 1.137 2.500 3.439
H 0.029 1.727 4.591
H -0.384 1.699 2.872
H -0.445 -1.179 3.464
H -0.082 -0.450 5.035
H 1.012 -1.688 4.400
Cl -1.956 0.362 1.808
H 0.308 1.765 -0.165
H 0.508 -1.390 -0.387
P -1.388 0.055 -2.013
C -0.774 -1.154 -3.322
C -3.224 -0.293 -1.858
C -1.103 1.732 -2.785
C -0.179 -2.461 -2.769
H 0.040 -0.551 -3.755
C -1.839 -1.454 -4.377
H -2.535 -2.220 -4.019
H -1.301 -1.862 -5.233
H -2.384 -0.572 -4.722
H 0.819 -2.299 -2.359
H -0.103 -3.162 -3.598
H -0.806 -2.917 -1.994
H -0.016 1.657 -2.976
C -1.357 2.901 -1.803
C -1.855 1.923 -4.106
H -1.404 1.341 -4.914
H -1.769 2.981 -4.365
H -2.926 1.688 -4.014
H -1.452 2.595 -0.753
H -2.247 3.462 -2.106
H -0.489 3.564 -1.874
C -3.540 -1.688 -1.276
H -3.541 -0.318 -2.927
C -3.980 0.821 -1.123
H -3.344 -2.504 -1.976
H -4.536 -1.692 -0.828
H -3.042 -1.957 -0.340
H -3.555 1.007 -0.127
H -4.998 0.446 -0.993
H -4.020 1.739 -1.719
N -1.301 -2.524 0.514
C -0.777 -1.570 -0.107
```

=====

Question: Among the records above, which one has the lowest calculated total energy?
Answer: C19H44ClNP2Rh

=====

Question: The highest calculated total energy belongs to which entry?
Answer: C4H7N2O

=====

Question: Which of these has the lowest net charge?
Answer: C19H44ClNP2Rh